Molecular formula: CH3NO3P
Method: DFT, the ωB97M-V functional and the def2-TZVPD basis

Element x y z (Å)
C -1.290 0.002 -0.080
N 1.620 -1.184 -0.092
O 0.243 2.169 0.595
O 2.751 -1.565 0.194
O 1.395 0.085 0.087
P 0.119 1.171 -0.496
H -1.144 -0.870 -0.569
H -2.165 0.338 -0.581
H -1.530 -0.146 0.942

* LUMO energy: 4.51 eV
* charge: -1
* SMILES: CP([O-])ON=O
* relative energy (zero: lowest compared OMol25 entry of this formula, charge and spin): 98.2 kcal per mole
* Kohn-Sham gap: 7.855 eV

Löwdin population analysis, charges in e, atoms 1 to 6:
1 C -0.306
2 N -0.193
3 O -0.561
4 O -0.096
5 O -0.346
6 P 0.538

***

Molecular formula: CH3NO3S
Method: DFT, the ωB97M-V functional and the def2-TZVPD basis

Element x y z (Å)
C -0.056 -0.284 -1.473
N -0.457 1.024 2.842
O -0.596 -0.054 2.554
O -0.402 -0.445 0.879
O 1.727 0.830 0.209
S 0.260 0.783 -0.022
H 0.633 -1.136 -1.278
H -1.159 -0.774 -1.298
H 0.050 0.055 -2.413

* LUMO energy (alpha / beta): -1.46 / -1.53 eV
* relative energy (zero: lowest compared OMol25 entry of this formula, charge and spin): 139.1 kcal per mole
* Kohn-Sham gap (alpha / beta): 7.782 / 7.690 eV

Löwdin population analysis, charges in e, atoms 1 to 6:
1 C -0.232
2 N 0.233
3 O 0.029
4 O -0.492
5 O -0.514
6 S 0.809

***

Molecular formula: CH3NO3S
Method: DFT, the ωB97M-V functional and the def2-TZVPD basis

Element x y z (Å)
C 0.586 -1.052 -0.304
N 1.041 0.119 0.024
O -0.691 -1.240 -0.258
O 2.387 0.454 -0.031
O -2.346 0.813 -0.732
S -1.944 -0.100 0.327
H 0.496 0.918 0.364
H 2.810 -0.176 -0.638
H -2.830 -1.199 0.195

* LUMO energy: 0.22 eV
* relative energy (zero: lowest compared OMol25 entry of this formula, charge and spin): 111.7 kcal per mole
* Kohn-Sham gap: 9.048 eV

Löwdin population analysis, charges in e, atoms 1 to 6:
1 C -0.225
2 N -0.085
3 O -0.348
4 O -0.019
5 O -0.526
6 S 0.936

***

Molecular formula: CH3NO3S
Method: DFT, the ωB97M-V functional and the def2-TZVPD basis

Element x y z (Å)
C 1.690 0.187 0.302
N 0.768 0.170 -0.593
O -2.618 0.520 1.130
O -2.108 -1.561 -0.027
O 0.146 1.173 -0.986
S -2.606 -0.209 -0.073
H 1.781 1.144 0.718
H 2.314 -0.654 0.710
H 0.632 -0.770 -1.181

* LUMO energy: -0.73 eV
* relative energy (zero: lowest compared OMol25 entry of this formula, charge and spin): 70.3 kcal per mole
* Kohn-Sham gap: 8.642 eV

Löwdin population analysis, charges in e, atoms 1 to 6:
1 C 0.040
2 N -0.275
3 O -0.413
4 O -0.449
5 O -0.132
6 S 0.848

***

Molecular formula: CH3NO3S
Method: DFT, the ωB97M-V functional and the def2-TZVPD basis

Element x y z (Å)
C 0.100 -1.502 0.722
N -0.315 1.774 -0.616
O -0.683 -0.733 0.156
O -1.427 1.232 -0.670
O 0.753 0.984 -0.640
S 1.635 -0.975 1.160
H -0.333 -2.564 1.070
H 1.528 1.524 -0.604
H -1.258 0.259 -0.578

* LUMO energy (alpha / beta): 0.20 / -3.18 eV
* relative energy (zero: lowest compared OMol25 entry of this formula, charge and spin): 60.0 kcal per mole
* 2S+1: 3
* Kohn-Sham gap (alpha / beta): 7.058 / 6.346 eV

Löwdin population analysis, charges in e, atoms 1 to 6:
1 C -0.698
2 N -0.162
3 O -0.120
4 O -0.005
5 O -0.105
6 S 0.864

***

Molecular formula: CH3NO3S
Method: DFT, the ωB97M-V functional and the def2-TZVPD basis

Element x y z (Å)
C -0.028 0.714 -0.103
N -0.242 -0.473 -0.552
O 2.869 -0.170 0.004
O 1.930 1.204 -1.764
O 0.108 0.899 1.221
S 1.973 -0.103 -1.146
H -0.052 1.650 -0.753
H -0.508 -0.678 -1.456
H 0.170 0.038 1.554

* LUMO energy (alpha / beta): 0.35 / -3.57 eV
* relative energy (zero: lowest compared OMol25 entry of this formula, charge and spin): 29.3 kcal per mole
* 2S+1: 3
* Kohn-Sham gap (alpha / beta): 7.293 / 7.633 eV

Löwdin population analysis, charges in e, atoms 1 to 6:
1 C -0.388
2 N 0.055
3 O -0.412
4 O -0.429
5 O 0.110
6 S 0.785